{"formula": "C74H63Br2FN10O18S", "method": "ωB97M-V/def2-TZVPD", "elements": ["C", "C", "C", "C", "C", "C", "C", "C", "C", "N", "C", "C", "C", "C", "C", "C", "C", "C", "C", "N", "C", "C", "S", "O", "O", "F", "C", "C", "Br", "C", "C", "Br", "C", "C", "H", "H", "H", "H", "H", "H", "H", "H", "H", "H", "H", "H", "H", "H", "H", "H", "H", "H", "H", "H", "H", "H", "H", "C", "C", "C", "C", "C", "C", "N", "O", "O", "H", "H", "H", "H", "H", "C", "C", "C", "C", "C", "C", "N", "O", "O", "H", "H", "H", "H", "H", "C", "C", "C", "C", "C", "C", "N", "O", "O", "H", "H", "H", "H", "H", "C", "C", "C", "C", "C", "C", "N", "O", "O", "H", "H", "H", "H", "H", "C", "C", "C", "C", "C", "C", "N", "O", "O", "H", "H", "H", "H", "H", "C", "C", "C", "C", "C", "C", "N", "O", "O", "H", "H", "H", "H", "H", "C", "C", "C", "C", "C", "C", "N", "O", "O", "H", "H", "H", "H", "H", "C", "C", "C", "C", "C", "C", "N", "O", "O", "H", "H", "H", "H", "H"], "xyz": [[-5.9186, 1.4224, -6.6154], [-5.5581, 0.3427, -5.5257], [-6.3784, 0.2951, -4.2823], [-6.1149, -0.7136, -3.2521], [-5.0132, -1.7012, -3.4260], [-4.8661, -2.7679, -2.2675], [-3.3827, -3.1564, -1.9579], [-2.4221, -2.0423, -2.0249], [-0.9544, -2.2348, -1.7509], [-0.1634, -1.0870, -1.8303], [1.1211, -1.4544, -1.5927], [1.6400, -2.8178, -1.2539], [3.1609, -3.0212, -1.0114], [3.5825, -3.0947, 0.5013], [2.9039, -3.8743, 1.5493], [3.4363, -3.8865, 2.9312], [4.6601, -3.1415, 3.3170], [5.3346, -2.3476, 2.2815], [4.7943, -2.3443, 0.9216], [0.8187, -3.8863, -1.1805], [-0.5140, -3.6020, -1.4562], [-1.4657, -4.7707, -1.3934], [-0.7883, -6.4137, -1.0373], [-1.5407, -7.4914, -1.6877], [-0.8022, -6.6781, 0.3997], [0.7462, -6.5995, -1.6325], [-2.9180, -4.5558, -1.6136], [-4.0166, -5.6621, -1.5169], [-3.9542, -6.6948, 0.1934], [-4.1392, -6.6186, -2.7943], [-5.6934, -6.7751, -3.1537], [-3.3118, -5.6925, -4.3347], [-4.1825, -1.6612, -4.6251], [-4.4631, -0.6271, -5.6604], [-6.0708, 0.9316, -7.6228], [-6.8773, 1.9698, -6.3469], [-5.1123, 2.2017, -6.6324], [-7.2238, 1.0121, -4.1293], [-6.7872, -0.7183, -2.3569], [-5.5169, -3.6333, -2.5795], [-5.3057, -2.3456, -1.3194], [-2.7938, -1.0114, -2.2750], [1.8973, -0.6213, -1.6542], [3.7954, -2.2743, -1.5623], [3.4235, -4.0367, -1.4806], [2.0012, -4.4640, 1.2631], [2.9318, -4.4684, 3.7477], [5.0668, -3.1892, 4.3623], [6.2536, -1.7387, 2.4975], [5.3351, -1.7571, 0.1404], [-5.0224, -5.1584, -1.4493], [-3.7642, -7.6546, -2.6171], [-5.9979, -6.0915, -3.9985], [-6.3659, -6.5423, -2.2859], [-5.9256, -7.8206, -3.5088], [-3.3597, -2.3946, -4.7898], [-3.8399, -0.5977, -6.5941], [4.0982, 1.5898, 7.9037], [4.4665, 0.3033, 8.2847], [5.2759, -0.4636, 7.4580], [5.7171, 0.0677, 6.2499], [5.3477, 1.3479, 5.8575], [4.5363, 2.1074, 6.6883], [6.5919, -0.7270, 5.3861], [6.8823, -1.8536, 5.7506], [6.9865, -0.2157, 4.3486], [3.4631, 2.2015, 8.5572], [4.1246, -0.0996, 9.2279], [5.5548, -1.4627, 7.7679], [5.6837, 1.7646, 4.9160], [4.2462, 3.1084, 6.3909], [11.1066, 3.4805, 5.2731], [11.2763, 4.1459, 6.4817], [10.5160, 3.7862, 7.5858], [9.5924, 2.7558, 7.4683], [9.4109, 2.0904, 6.2627], [10.1726, 2.4573, 5.1622], [8.8040, 2.3549, 8.6385], [8.9730, 2.9715, 9.6771], [8.0284, 1.4261, 8.5046], [11.7059, 3.7601, 4.4136], [12.0045, 4.9441, 6.5633], [10.6556, 4.3105, 8.5226], [8.6882, 1.2898, 6.1663], [10.0410, 1.9429, 4.2177], [2.9114, 4.3852, 14.4937], [2.4865, 4.9730, 13.3082], [2.4715, 4.2349, 12.1333], [2.8802, 2.9076, 12.1592], [3.3135, 2.3141, 13.3376], [3.3283, 3.0594, 14.5080], [2.8424, 2.1175, 10.9259], [2.4731, 2.6774, 9.9026], [3.1757, 0.9499, 10.9910], [2.9168, 4.9629, 15.4113], [2.1637, 6.0072, 13.3013], [2.1387, 4.7020, 11.2151], [3.6373, 1.2812, 13.3599], [3.6615, 2.6061, 15.4338], [5.2158, 2.4897, -5.8602], [4.4907, 3.3646, -5.0599], [4.0058, 2.9418, -3.8304], [4.2573, 1.6418, -3.4112], [4.9746, 0.7583, -4.2074], [5.4540, 1.1875, -5.4370], [3.7681, 1.1994, -2.1023], [3.1276, 1.9913, -1.4383], [4.0346, 0.0588, -1.7495], [5.5982, 2.8247, -6.8180], [4.3061, 4.3784, -5.3944], [3.4420, 3.6310, -3.2145], [5.1683, -0.2572, -3.8856], [6.0172, 0.5079, -6.0652], [-12.7573, 3.6202, -3.0666], [-12.4985, 3.0408, -4.3033], [-11.1887, 2.8420, -4.7172], [-10.1471, 3.2237, -3.8817], [-10.3963, 3.8099, -2.6482], [-11.7079, 4.0082, -2.2418], [-8.7624, 2.9932, -4.3028], [-8.5770, 2.4925, -5.4014], [-7.8737, 3.3098, -3.5317], [-13.7816, 3.7692, -2.7436], [-13.3194, 2.7411, -4.9437], [-10.9977, 2.3898, -5.6822], [-9.5867, 4.1129, -1.9963], [-11.9137, 4.4624, -1.2797], [-8.5369, 5.1899, 2.3655], [-8.4411, 5.3861, 0.9930], [-9.0749, 6.4698, 0.4003], [-9.7978, 7.3521, 1.1924], [-9.9051, 7.1598, 2.5632], [-9.2709, 6.0724, 3.1491], [-10.4479, 8.5120, 0.5724], [-10.3488, 8.6387, -0.6358], [-11.0465, 9.2834, 1.3011], [-8.0362, 4.3459, 2.8269], [-7.8689, 4.6950, 0.3850], [-8.9928, 6.6126, -0.6701], [-10.4718, 7.8432, 3.1829], [-9.3455, 5.9143, 4.2183], [5.0210, -6.4631, -1.4645], [5.2433, -6.9993, -2.7272], [6.5432, -7.1818, -3.1831], [7.6093, -6.8259, -2.3631], [7.3923, -6.2811, -1.1034], [6.0897, -6.1030, -0.6621], [8.9828, -7.0396, -2.8315], [9.1359, -7.5016, -3.9496], [9.8924, -6.7467, -2.0755], [4.0065, -6.3258, -1.1043], [4.4046, -7.2782, -3.3541], [6.7083, -7.6006, -4.1676], [8.2174, -5.9961, -0.4630], [5.9059, -5.6825, 0.3203], [-1.2805, -1.1314, -10.5300], [-1.5531, -0.3920, -11.6748], [-2.3264, 0.7579, -11.5919], [-2.8170, 1.1590, -10.3564], [-2.5560, 0.4228, -9.2087], [-1.7844, -0.7275, -9.2994], [-3.6137, 2.3865, -10.2586], [-3.8409, 3.0000, -11.2868], [-3.9992, 2.7226, -9.1529], [-0.6715, -2.0262, -10.5970], [-1.1595, -0.7111, -12.6325], [-2.5331, 1.3270, -12.4893], [-2.9416, 0.7314, -8.2449], [-1.5720, -1.3084, -8.4095]], "orbital_gap_ev": 7.43, "e_homo_ev": -8.5}